1.
52
Properties=species:S:1:pos:R:3:forces:R:3 method="wB97M-V/def2-TZVPD" gap_ev=6.663 lumo_energy_ev=-1.806 smiles="C#CCN1c2ccccc2Sc2cc(CCF)c(C(=O)NC(=O)F)cc21.O=C1C=CC(=O)C=C1" e_homo_ev=-8.469
C -0.722573 -5.457872 0.802589 0.04 0.41 -0.24
C -0.196855 -4.531896 1.396253 1.52 0.24 -0.75
C 0.814981 -3.420994 1.878978 -1.33 -1.96 1.18
N 0.262210 -2.022237 1.722858 1.08 -0.23 -1.95
C 1.417650 -1.209960 1.310364 3.01 3.15 -0.76
C 2.096727 -0.279286 2.283846 0.39 -0.37 -1.81
C 3.276944 0.569650 1.923388 -1.35 -1.95 -2.07
C 3.830729 0.519580 0.527446 -2.51 -1.69 1.31
C 3.172019 -0.385162 -0.482635 -0.71 0.30 2.33
C 1.998275 -1.220807 -0.095482 -0.01 1.05 2.11
S 1.123032 -2.340849 -1.276365 -0.56 1.04 0.71
C -0.625124 -2.100908 -0.750741 -1.63 0.70 1.80
C -1.775888 -2.018996 -1.687490 -0.22 0.39 3.21
C -3.156460 -1.776543 -1.132426 1.21 -0.43 0.70
C -4.325095 -1.667777 -2.182234 0.67 -0.11 0.01
C -4.759517 -0.157978 -2.427236 0.19 0.16 -0.04
F -4.430210 0.709672 -1.328456 -0.37 -1.28 -1.22
C -3.413599 -1.620984 0.328229 2.75 -0.89 -1.03
C -4.782980 -1.323602 1.003553 1.01 0.64 1.32
O -4.757092 -0.741846 2.088145 -0.20 -1.13 -1.62
N -6.083801 -1.715245 0.495218 0.16 0.79 1.26
C -7.043171 -0.814657 1.183879 -0.30 2.03 -0.84
O -7.204766 0.278697 0.709566 -0.46 -1.74 1.11
F -7.772347 -1.208459 2.283122 1.77 -0.24 -1.93
C -2.221268 -1.723779 1.257819 0.87 -0.17 -2.34
C -0.826670 -1.962655 0.748821 -3.39 0.70 -2.05
H -1.187103 -6.223441 0.131724 0.63 1.18 1.36
H 0.944479 -3.593115 2.991239 -0.01 0.24 -1.21
H 1.835337 -3.550099 1.409908 -1.37 0.02 0.16
H 1.696220 -0.235195 3.343963 0.48 -0.08 -1.52
H 3.721904 1.227963 2.730338 -0.53 -0.91 -1.26
H 4.720556 1.167942 0.304784 -1.18 -1.06 0.01
H 3.565979 -0.423232 -1.542955 -0.62 0.01 1.48
H -1.602346 -2.118781 -2.791992 -0.29 0.15 1.32
H -5.189375 -2.361928 -1.926587 1.06 0.97 -0.16
H -3.920701 -2.048733 -3.176885 -0.57 0.45 1.27
H -4.179438 0.208470 -3.332467 -0.86 -0.18 1.21
H -5.875175 -0.057238 -2.575025 1.26 -0.07 0.02
H -6.215767 -1.486177 -0.494896 0.24 -0.27 0.42
H -2.338807 -1.624048 2.372069 -0.03 -0.07 -1.44
O 6.104288 2.558244 -0.061027 0.07 0.34 -0.12
C 5.601704 3.631181 -0.340498 0.13 -0.14 0.06
C 5.902591 4.309472 -1.620210 0.00 0.15 -0.16
C 5.354092 5.484524 -1.924918 0.16 -0.18 -0.08
C 4.419233 6.160671 -0.997190 -0.15 0.30 -0.08
O 3.918174 7.230557 -1.276251 0.09 -0.18 0.05
C 4.118581 5.481232 0.283193 0.01 -0.19 0.18
C 4.667479 4.306210 0.587172 -0.13 0.13 0.07
H 6.587495 3.800904 -2.287211 0.00 -0.03 0.04
H 5.563295 5.995642 -2.856187 -0.03 0.03 0.02
H 3.433715 5.989210 0.950551 0.00 0.02 -0.04
H 4.458418 3.794651 1.518348 0.02 -0.03 -0.02

2.
73
Properties=species:S:1:pos:R:3:forces:R:3 method="wB97M-V/def2-TZVPD" gap_ev="5.175 / 7.540" s_squared=0.76 lumo_energy_ev="2.397 / 2.392" total_charge=-1 spin_multiplicity=2 e_above_lowest_kcal_mol=76.0 e_homo_ev="-2.778 / -5.148"
Sc -0.623326 0.484321 -0.019729 -0.91 0.43 -0.34
O -2.037087 0.927048 3.945400 -0.12 0.07 0.06
C -1.690573 0.561206 2.823283 0.19 0.06 -0.18
N -0.963201 1.212265 1.910143 -0.42 0.07 0.65
C -0.428957 2.506208 2.262646 0.05 -0.12 0.05
C 1.061029 2.526730 2.002057 0.00 -0.07 0.03
C 1.857166 3.585647 2.426609 -0.01 0.02 0.02
C 3.205784 3.569474 2.134041 0.03 0.01 -0.01
C 3.729931 2.495534 1.424150 0.01 0.06 0.04
C 2.869110 1.490570 1.036774 -0.09 -0.09 -0.03
N 1.564397 1.500862 1.318415 -0.13 -0.06 -0.02
C -2.053950 -0.836480 2.357658 0.30 0.24 0.21
C -3.204199 -1.458904 2.808045 0.03 -0.21 -0.01
C -3.432477 -2.760674 2.401788 -0.01 -0.03 -0.02
C -2.500205 -3.392426 1.586180 -0.04 -0.01 0.06
C -1.389610 -2.684163 1.174651 0.11 0.05 0.01
N -1.165191 -1.421544 1.548158 -0.30 0.11 -0.09
H -0.644267 2.730620 3.309740 0.06 0.03 0.03
H -0.898454 3.287077 1.652424 0.02 0.02 -0.03
H 1.406730 4.407555 2.969554 0.02 -0.01 0.01
H 3.845790 4.384165 2.450776 -0.01 -0.01 0.00
H 4.778819 2.440089 1.167854 0.00 0.01 0.00
H 3.227056 0.645022 0.459579 -0.01 0.01 -0.01
H -3.870975 -0.915930 3.462080 0.01 -0.01 0.01
H -4.325626 -3.285552 2.718017 0.01 0.00 0.00
H -2.637445 -4.413351 1.257997 -0.01 0.01 0.01
H -0.648654 -3.121964 0.517802 -0.01 0.02 -0.04
O -1.220492 0.762390 -2.264711 -0.36 -0.19 0.14
S -1.883365 -0.560995 -2.401189 0.00 0.49 0.27
O -3.196324 -0.506139 -3.028530 0.15 -0.13 0.01
O -1.945596 -1.085915 -1.005508 -0.01 0.08 -0.34
C -0.778793 -1.411158 -3.400712 0.74 -0.03 -0.36
C -1.271809 -2.114645 -4.505654 0.07 0.05 0.24
C -0.449815 -2.569501 -5.506383 0.31 0.02 -0.09
C 0.953978 -2.285851 -5.453889 -0.28 -0.21 -0.21
C 1.491069 -1.592038 -4.418335 -0.22 0.12 0.27
C 0.678605 -1.134304 -3.334077 -0.69 -0.41 -0.61
S 1.474524 -0.387471 -2.078973 -0.09 -0.20 1.03
O 1.413371 1.215037 -2.121366 0.15 0.12 0.15
O 2.873438 -0.710420 -2.073721 0.03 0.18 -0.09
O 0.755173 -0.790161 -0.815765 1.06 0.36 -0.57
H -2.341290 -2.272805 -4.566326 0.00 0.03 0.02
H -0.868626 -3.105154 -6.347614 0.02 -0.02 0.00
H 1.603678 -2.631782 -6.248331 -0.02 0.00 -0.01
H 2.553330 -1.396364 -4.382205 0.00 0.03 0.02
S -2.930867 2.221615 -0.170444 -0.11 0.16 0.06
C -3.122808 2.996203 -1.673990 0.10 0.10 0.35
N -3.585948 2.339064 -2.758332 0.00 -0.33 -0.06
C -3.766581 2.887730 -3.974853 -0.03 0.07 -0.11
C -3.514271 4.208181 -4.181912 -0.04 -0.08 -0.06
C -3.035156 4.955512 -3.091874 0.05 0.13 0.05
C -2.843198 4.370924 -1.873687 0.04 -0.01 0.03
H -3.701994 1.324484 -2.681602 0.05 -0.06 0.07
H -4.116128 2.211714 -4.741674 0.04 -0.01 0.00
H -3.659948 4.645886 -5.157534 0.00 0.00 0.00
H -2.798356 6.004267 -3.223853 0.00 -0.01 0.00
H -2.444748 4.918203 -1.032980 -0.01 0.00 -0.01
S 0.667695 3.604036 -1.572509 0.10 0.20 0.16
C 0.610256 2.038306 -1.190432 0.14 -0.94 -0.71
N 1.988941 -1.663549 1.872960 0.19 -0.07 0.02
C 2.654559 -2.406636 2.807225 -0.06 0.05 -0.09
C 2.126738 -2.572030 4.095176 0.01 -0.04 0.06
C 2.812137 -3.305856 5.048346 0.01 0.01 -0.02
C 4.035462 -3.899724 4.756241 -0.05 0.04 -0.06
C 4.559797 -3.738788 3.478518 -0.01 0.01 0.01
C 3.888425 -3.004187 2.515567 0.02 -0.03 0.02
H 2.297744 -1.624459 0.917144 -0.04 -0.06 0.03
H 1.061272 -1.322295 2.053480 -0.04 0.02 -0.02
H 1.173872 -2.113705 4.336150 0.01 0.01 0.01
H 2.383244 -3.411958 6.038058 -0.01 -0.01 -0.01
H 4.565763 -4.473064 5.504761 0.00 0.00 0.00
H 5.510596 -4.193150 3.224720 0.00 0.01 0.00
H 4.310861 -2.882873 1.524504 0.00 -0.01 0.00

3.
14
Properties=species:S:1:pos:R:3:forces:R:3 method="wB97M-V/def2-TZVPD" gap_ev="5.782 / 6.888" s_squared=2.01 lumo_energy_ev="3.754 / 0.915" total_charge=-1 spin_multiplicity=3 e_above_lowest_kcal_mol=43.7 e_homo_ev="-2.028 / -5.973"
C 0.489707 0.661193 1.666076 -2.08 1.95 0.94
N 1.575950 0.113724 1.671533 0.78 -1.11 -0.85
N -0.456069 1.406758 1.953950 1.94 -1.27 1.26
N -0.510403 0.395698 -0.551411 4.49 -1.08 -0.90
N -1.697512 -0.012197 -0.571051 1.86 -1.50 -1.31
O 0.111345 -1.324048 -2.449320 -0.05 0.23 -0.41
O -2.591706 0.712124 -0.280132 -6.71 4.22 1.99
O -1.998442 -1.207525 -0.808029 -2.03 -3.65 -0.06
O 1.604496 0.263864 -1.309388 1.37 -1.12 -2.73
O 0.958769 -1.776201 -0.231394 -0.64 -0.38 0.23
S 0.434298 -0.800685 -1.163315 1.68 1.92 0.31
H 1.653004 -0.811454 1.169113 -0.24 1.00 0.81
H -1.271219 1.603797 1.433637 -0.41 0.08 -0.86
H 1.697782 0.774952 -0.530271 0.03 0.71 1.59

4.
8
Properties=species:S:1:pos:R:3:forces:R:3 method="wB97M-V/def2-TZVPD" gap_ev=10.362 lumo_energy_ev=0.524 e_above_lowest_kcal_mol=20.0 smiles="C=O.N" e_homo_ev=-9.838
C 0.502163 2.046605 0.198434 -2.14 0.27 0.45
O -0.341470 1.238906 0.564081 1.78 0.95 -0.43
H 1.117410 2.629286 0.997529 -0.43 -0.92 -1.47
H 0.444291 2.371781 -0.910601 0.84 -0.29 1.43
N -0.665414 -2.060594 -0.047954 0.39 0.28 0.66
H -0.891263 -2.156382 -1.013545 -0.29 0.37 -0.82
H -0.097817 -1.217541 0.094479 -0.45 -0.40 -0.22
H -0.067900 -2.852061 0.117576 0.30 -0.27 0.39